Computed, not measured: C29H32BFN9O3STl as an isolated structure, with ωB97M-V with the def2-TZVPD basis set.

Output
* multiplicity: 1
* energy relative to the best compared isomer or geometry (same formula, charge and spin): 0.0 kcal per mole
* total charge: +2
* HOMO level: -12.3 eV
* DFT total energy: -2537.7510 Eh
* Kohn-Sham gap: 7.4 eV
* E_LUMO: -4.90 eV

Last column: Mulliken charge in e.
Positions of all 77 atoms, in Å:
1 Tl 0.271 0.144 0.667  1.823
2 B 2.363 1.065 -1.604  0.445
3 N 3.104 0.840 -0.257  0.037
4 C 4.375 1.053 0.088  -0.053
5 C 4.580 0.597 1.379  -1.063
6 C 3.352 0.093 1.775  -0.167
7 N 2.472 0.229 0.775  -0.404
8 N 1.228 2.124 -1.414  -0.039
9 C 1.060 3.323 -1.970  -0.024
10 C -0.177 3.830 -1.597  -1.160
11 C -0.733 2.848 -0.796  0.011
12 N 0.117 1.817 -0.704  -0.139
13 H 1.787 0.031 -1.857  -0.311
14 H 3.125 1.447 -2.439  -0.087
15 H 5.052 1.519 -0.609  0.470
16 H 5.493 0.623 1.947  0.419
17 H 3.049 -0.346 2.712  0.543
18 H 1.829 3.738 -2.600  0.474
19 H -0.607 4.774 -1.878  0.399
20 H -1.680 2.814 -0.284  0.481
21 F -6.403 0.463 -1.822  -0.351
22 C -6.016 0.448 -0.531  -0.215
23 C -4.694 0.325 -0.223  -0.230
24 C -4.306 0.278 1.123  1.009
25 C -2.883 0.129 1.448  1.275
26 O -2.066 0.079 0.492  -1.135
27 C -2.572 0.028 2.828  0.001
28 C -3.595 0.103 3.744  -0.647
29 N -4.884 0.297 3.452  0.272
30 C -5.869 0.346 4.519  -0.297
31 C -5.546 1.111 5.763  -0.996
32 C -6.564 1.646 4.802  -0.420
33 C -5.281 0.359 2.123  0.013
34 C -6.634 0.490 1.775  -0.968
35 C -7.011 0.539 0.454  -1.172
36 N -8.398 0.656 0.118  0.376
37 C -8.978 -0.565 -0.429  -0.474
38 C -10.491 -0.466 -0.408  -0.864
39 N -10.918 0.759 -1.175  -0.149
40 C -10.258 2.007 -0.648  -0.859
41 C -8.755 1.815 -0.690  -0.446
42 C -1.210 -0.209 3.450  0.177
43 O -1.169 -0.563 4.605  -0.692
44 O -0.135 -0.006 2.736  -0.630
45 H -3.948 0.250 -1.003  0.656
46 H -3.351 -0.004 4.792  0.865
47 H -6.433 -0.573 4.616  0.452
48 H -4.597 1.627 5.810  0.348
49 H -5.879 0.689 6.699  0.266
50 H -6.273 2.500 4.205  0.232
51 H -7.610 1.606 5.075  0.327
52 H -7.396 0.564 2.536  0.559
53 H -8.687 -1.416 0.187  0.455
54 H -8.630 -0.768 -1.454  0.377
55 H -10.863 -0.341 0.607  0.363
56 H -10.962 -1.330 -0.871  0.414
57 H -11.934 0.857 -1.136  0.354
58 H -10.673 0.641 -2.161  0.400
59 H -10.613 2.141 0.371  0.356
60 H -10.581 2.841 -1.268  0.427
61 H -8.284 2.707 -0.278  0.430
62 H -8.427 1.724 -1.735  0.399
63 N 0.512 -6.888 -1.229  -0.359
64 C -0.552 -6.182 -0.826  -0.146
65 S -2.084 -6.753 -0.756  -0.290
66 C -0.271 -4.757 -0.481  0.777
67 C 0.476 -3.939 -1.319  -0.795
68 C 0.641 -2.606 -0.989  -0.189
69 N 0.114 -2.082 0.121  -0.118
70 C -0.584 -2.874 0.949  -0.262
71 C -0.802 -4.205 0.680  -0.668
72 H 0.383 -7.854 -1.486  0.221
73 H 1.451 -6.535 -1.165  0.227
74 H 0.905 -4.304 -2.242  0.495
75 H 1.203 -1.939 -1.627  0.359
76 H -0.968 -2.416 1.851  0.351
77 H -1.386 -4.814 1.354  0.484